# 1
Here is an isolated ion of composition C5H12N and charge +1 from OMol25. Energies are from wB97M-V/def2-TZVPD.

Energy, eV: -6863.52509
Relative energy (zero: lowest compared OMol25 entry of this formula, charge and spin), kJ/mol: 3.2
Orbital gap, eV: 12.84
Lowest unoccupied orbital energy, eV: -3.3

Structure (ORCA input):
```
! wB97M-V def2-TZVPD RIJCOSX def2/J DEFGRID3
* xyz 1 1
C -0.265 -0.183 -1.812
C 0.589 0.394 -0.716
C -0.170 1.296 0.245
C -0.868 0.370 1.242
C -0.108 -0.943 1.206
N 1.043 -0.712 0.207
H 0.307 -0.815 -2.499
H -1.068 -0.813 -1.428
H -0.700 0.622 -2.394
H 1.499 0.883 -1.057
H -0.861 1.960 -0.266
H 0.512 1.947 0.799
H -0.861 0.783 2.242
H -1.911 0.221 0.964
H 0.357 -1.227 2.140
H -0.629 -1.806 0.796
H 1.228 -1.556 -0.334
H 1.905 -0.421 0.664
*
```

=====

# 2
Here is an isolated ion of composition C5H12N and charge +1 from OMol25. Energies are from wB97M-V/def2-TZVPD.

Energy, eV: -6862.25630
Relative energy (zero: lowest compared OMol25 entry of this formula, charge and spin), kJ/mol: 125.6
Orbital gap, eV: 9.95
Lowest unoccupied orbital energy, eV: -3.6

Structure (ORCA input):
```
! wB97M-V def2-TZVPD RIJCOSX def2/J DEFGRID3
* xyz 1 1
C -0.799 0.532 -1.368
C 0.379 0.224 -0.854
C 1.631 0.402 -1.689
C 0.468 -0.813 0.281
C -0.003 -0.306 1.641
N -1.447 0.114 1.592
H -1.740 0.227 -0.914
H -0.860 1.154 -2.261
H 2.427 -0.269 -1.422
H 1.399 0.079 -2.711
H 2.029 1.412 -1.768
H -0.139 -1.671 -0.015
H 1.500 -1.160 0.348
H 0.046 -1.121 2.365
H 0.550 0.604 1.885
H -1.647 0.938 1.011
H -2.069 -0.655 1.318
H -1.726 0.309 2.561
*
```

=====

# 3
Here is an isolated ion of composition C5H12N and charge +1 from OMol25. Energies are from wB97M-V/def2-TZVPD.

Energy, eV: -6860.85809
Relative energy (zero: lowest compared OMol25 entry of this formula, charge and spin), kJ/mol: 260.5
Orbital gap, eV: 9.29
Lowest unoccupied orbital energy, eV: -3.7

Structure (ORCA input):
```
! wB97M-V def2-TZVPD RIJCOSX def2/J DEFGRID3
* xyz 1 1
C 1.609 2.389 0.332
C 0.787 1.340 0.716
C 0.748 -0.009 0.156
C -0.669 -0.487 -0.447
C -1.722 -0.612 0.575
N -0.386 -1.970 -1.023
H 1.462 3.373 0.795
H 1.987 2.500 -0.706
H -0.148 1.645 1.273
H 1.055 -0.809 0.867
H 1.323 -0.200 -0.784
H -0.774 0.137 -1.294
H -1.295 -1.041 1.400
H -2.630 -0.950 0.144
H -1.918 0.491 0.971
H -0.087 -1.904 -2.037
H 0.330 -2.457 -0.446
H -1.121 -2.723 -1.007
*
```

=====

# 4
Here is an isolated ion of composition C5H12N and charge +1 from OMol25. Energies are from wB97M-V/def2-TZVPD.

Energy, eV: -6861.43642
Relative energy (zero: lowest compared OMol25 entry of this formula, charge and spin), kJ/mol: 204.7
Orbital gap, eV: 9.23
Lowest unoccupied orbital energy, eV: -3.7

Structure (ORCA input):
```
! wB97M-V def2-TZVPD RIJCOSX def2/J DEFGRID3
* xyz 1 1
C -0.200 -2.904 1.219
C -0.348 -1.601 1.083
C 0.499 -0.870 0.050
C 0.621 0.621 0.292
C -0.536 1.451 -0.188
N -0.166 2.061 -1.577
H 0.397 -3.554 0.592
H -0.894 -3.568 1.736
H -0.870 -0.923 1.754
H 0.088 -1.039 -0.966
H 1.528 -1.255 0.078
H 0.820 0.800 1.380
H 1.570 1.107 0.034
H -1.551 1.054 -0.191
H -0.756 2.297 0.486
H 0.154 3.016 -1.707
H -0.923 1.913 -2.246
H 0.567 1.395 -1.828
*
```

=====

Q: relative energy (zero: lowest compared OMol25 entry of this formula, charge and spin) of number 1 (C5H12N)?
A: 3.2 kJ/mol

=====

Q: What is the orbital gap in the first record?
A: 12.84 eV